8
Properties=species:S:1:pos:R:3:forces:R:3:lowdin_charge:R:1 method="wB97M-V/def2-TZVPD" orbital_gap_ev="6.708 / 6.738" e_tot_ha=-532.46578 max_force_ev_per_a=2.383 de_lowest_kcal_mol=135.8 lumo_energy_ev="-0.4 / -0.3"
C 0.214 -1.144 0.722 0.31 1.99 1.12 -0.024
C -1.080 -0.925 0.685 -0.41 -0.77 -1.49 -0.052
C -0.264 0.121 0.255 0.25 -0.09 0.35 -0.120
O 0.930 2.065 -1.085 -0.56 -1.18 1.29 -0.666
P 0.492 1.039 -2.249 0.24 0.59 0.67 0.650
H 1.136 -1.374 1.191 0.53 -1.21 -0.25 0.097
H -2.042 -1.380 0.610 -0.54 0.03 0.61 0.096
H 0.614 1.598 -0.130 0.17 0.64 -2.29 0.019

---

12
Properties=species:S:1:pos:R:3:forces:R:3:lowdin_spin:R:1 method="wB97M-V/def2-TZVPD" orbital_gap_ev="11.899 / 5.371" e_tot_ha=-578.87651 max_force_ev_per_a=4.207 total_charge=+1 spin_multiplicity=3 de_lowest_kcal_mol=15.9 lumo_energy_ev="-2.7 / -8.8"
C 0.845 -0.154 -1.709 2.37 0.44 -1.54 0.022
C 1.358 0.645 0.259 -1.74 -1.03 -1.51 0.026
C -0.763 -0.126 1.466 1.61 1.46 0.49 -0.002
N 1.795 0.490 -0.993 1.41 0.67 -0.24 0.070
N -0.140 -0.431 -0.931 -2.97 -1.30 -0.18 0.288
N 0.134 0.048 0.248 -0.73 0.87 4.05 0.017
I -2.961 -0.815 -1.978 0.81 0.10 0.29 1.583
H 0.925 -0.487 -2.789 -0.08 0.69 1.69 -0.002
H 1.740 1.157 1.171 0.05 -0.58 -1.23 0.001
H -1.473 -0.925 1.296 0.68 -0.82 0.33 -0.001
H -0.008 -0.140 2.399 -2.21 -0.47 -2.10 0.000
H -1.452 0.737 1.561 0.81 -0.03 -0.04 0.000

---

10
Properties=species:S:1:pos:R:3:forces:R:3:lowdin_charge:R:1 method="wB97M-V/def2-TZVPD" orbital_gap_ev="6.352 / 6.355" e_tot_ha=-752.63035 max_force_ev_per_a=3.738 de_lowest_kcal_mol=126.0 lumo_energy_ev="-3.3 / -3.3"
C 0.900 -0.344 -0.340 -1.76 3.07 -1.20 -0.426
N 1.400 -1.319 0.134 2.31 -1.67 0.65 0.341
N -1.551 -0.589 1.477 -0.61 -0.28 -1.30 -0.215
N -0.141 0.407 -0.488 0.55 -0.46 0.17 0.007
O -2.573 1.007 -0.340 0.90 -1.15 0.81 -0.320
O -2.008 -1.309 -0.942 -0.30 -0.93 -0.98 -0.325
S -1.888 -0.233 -0.030 0.28 -0.21 3.15 0.510
H -1.523 -1.621 1.768 -0.27 1.91 -1.40 0.043
H 2.086 -0.071 -0.701 -1.45 -1.30 0.89 0.288
H -0.180 1.185 -1.089 0.35 1.01 -0.80 0.098